1.
Computed, not measured: a molecular structure, C32H70Ca3N2O9P at a distorted geometry, with ωB97M-V/def2-TZVPD.

Structure (XYZ):
```
117
Properties=species:S:1:pos:R:3
Ca 10.829 -13.689 15.232
Ca 13.806 -12.431 12.289
Ca 13.724 -15.528 15.397
P 13.428 -12.816 14.752
O 12.203 -12.725 13.792
O 14.227 -11.575 14.469
O 14.205 -13.911 14.009
O 12.940 -13.509 16.056
C 17.901 -12.488 16.926
C 16.504 -11.823 16.953
C 16.768 -10.442 16.341
O 18.161 -10.243 16.380
C 18.811 -11.486 16.225
H 17.910 -13.475 16.457
H 18.267 -12.602 17.949
H 16.122 -11.780 17.973
H 15.781 -12.406 16.380
H 16.282 -9.624 16.870
H 16.406 -10.405 15.305
H 19.815 -11.428 16.636
H 18.891 -11.728 15.152
C 11.731 -12.210 19.221
C 10.966 -13.454 19.667
C 10.606 -14.128 18.353
O 10.527 -13.036 17.399
C 10.917 -11.780 17.996
H 12.736 -12.485 18.890
H 11.793 -11.433 19.977
H 10.064 -13.189 20.221
H 11.521 -14.101 20.347
H 9.641 -14.630 18.364
H 11.425 -14.778 18.016
H 10.024 -11.255 18.335
H 11.485 -11.143 17.323
C 16.712 -15.822 18.955
C 15.439 -15.159 19.476
C 14.387 -15.559 18.452
O 15.142 -15.660 17.219
C 16.489 -16.188 17.478
H 16.989 -16.740 19.475
H 17.590 -15.180 19.015
H 15.587 -14.082 19.566
H 15.216 -15.465 20.498
H 13.499 -14.936 18.357
H 14.065 -16.587 18.663
H 17.146 -15.714 16.755
H 16.454 -17.267 17.323
C 17.546 -14.682 11.507
C 17.850 -14.197 12.919
C 16.960 -12.948 13.102
O 16.068 -12.992 11.964
C 16.076 -14.285 11.360
H 17.775 -15.730 11.336
H 18.073 -14.054 10.788
H 18.911 -14.002 13.053
H 17.531 -14.945 13.654
H 17.576 -12.051 13.169
H 16.382 -12.992 14.021
H 15.833 -14.182 10.301
H 15.398 -15.029 11.802
C 12.744 -8.606 16.903
C 11.287 -8.234 17.109
C 11.093 -7.132 16.072
O 11.957 -7.496 14.966
C 12.967 -8.408 15.404
H 12.985 -9.628 17.212
H 13.389 -7.945 17.480
H 11.069 -7.825 18.096
H 10.587 -9.050 16.903
H 11.513 -6.208 16.470
H 10.073 -7.067 15.711
H 13.967 -7.980 15.285
H 12.873 -9.293 14.773
C 15.243 -11.251 8.950
C 15.437 -10.241 10.059
N 14.424 -10.326 11.125
C 13.134 -9.816 10.613
C 11.969 -10.029 11.570
C 14.904 -9.598 12.328
C 15.237 -8.106 12.130
H 14.462 -10.978 8.241
H 15.016 -12.255 9.328
H 16.162 -11.376 8.376
H 16.422 -10.386 10.522
H 15.605 -9.230 9.680
H 13.167 -8.777 10.277
H 12.857 -10.400 9.731
H 12.150 -9.531 12.525
H 11.069 -9.567 11.166
H 11.799 -11.109 11.624
H 15.758 -10.087 12.802
H 14.132 -9.643 13.096
H 14.361 -7.523 11.865
H 16.006 -7.970 11.371
H 15.737 -7.760 13.035
C 7.417 -12.884 16.523
C 8.156 -11.689 15.921
N 9.031 -12.014 14.774
C 8.206 -12.504 13.638
C 9.041 -13.229 12.582
C 9.840 -10.859 14.343
C 9.092 -9.529 14.153
H 6.689 -13.350 15.858
H 6.787 -12.592 17.364
H 8.115 -13.639 16.897
H 7.356 -10.999 15.633
H 8.726 -11.156 16.676
H 7.392 -13.110 14.035
H 7.593 -11.701 13.209
H 8.346 -13.700 11.884
H 9.607 -12.552 11.947
H 9.647 -14.017 13.037
H 10.319 -11.137 13.407
H 10.707 -10.631 14.978
H 8.332 -9.656 13.378
H 9.738 -8.696 13.890
H 8.516 -9.271 15.042
```

Output
orbital gap: 5.29 eV
charge: +3
HOMO: -15.37 eV


2.
Computed, not measured: a molecular structure, C32H70CaN4O19S at a distorted geometry, with ωB97M-V/def2-TZVPD.

Structure (XYZ):
```
127
Properties=species:S:1:pos:R:3
Ca 0.499 -0.757 1.217
C -1.620 3.288 0.663
C -0.763 2.247 0.889
C 0.299 2.440 2.011
O 1.150 1.464 2.308
C 0.414 3.511 2.735
C -0.499 4.546 2.607
C -1.672 4.437 1.551
O -2.512 5.317 1.494
O -0.442 5.525 3.388
O -0.853 1.249 0.055
H -2.355 3.356 -0.126
H 1.088 3.631 3.571
S 1.024 -3.659 1.108
O 0.897 -4.648 0.099
O 1.262 -4.531 2.247
O 1.967 -2.592 0.866
O -0.198 -2.903 1.309
C -1.058 -1.960 -1.606
O -0.012 -1.171 -1.049
C 1.028 -0.976 -1.983
C 1.986 0.146 -1.478
N 2.480 -0.111 -0.118
C 3.467 0.879 0.281
C 4.808 0.641 -0.429
O 5.045 -0.747 -0.667
C 6.293 -0.861 -1.378
H -0.737 -2.685 -2.353
H -1.834 -1.373 -2.098
H -1.644 -2.500 -0.862
H 0.681 -0.622 -2.954
H 1.600 -1.897 -2.104
H 1.517 1.129 -1.456
H 2.727 0.232 -2.273
H 3.025 -0.961 -0.160
H 3.587 0.597 1.327
H 3.119 1.909 0.203
H 5.610 1.030 0.199
H 4.830 1.197 -1.366
H 6.413 -0.456 -2.383
H 6.464 -1.900 -1.661
H 7.124 -0.815 -0.675
C 2.572 -2.074 3.665
O 1.338 -1.414 3.359
C 0.382 -1.806 4.327
C -0.831 -0.813 4.197
N -1.438 -0.815 2.821
C -2.733 -0.179 2.933
C -3.532 -0.607 1.704
O -3.576 -2.076 1.819
C -4.167 -2.816 0.768
H 2.931 -1.870 4.674
H 3.410 -1.738 3.054
H 2.587 -3.159 3.571
H 0.800 -1.721 5.330
H 0.143 -2.856 4.161
H -0.486 0.184 4.469
H -1.525 -1.169 4.959
H -1.686 -1.762 2.571
H -2.591 0.895 2.813
H -3.302 -0.372 3.842
H -3.060 -0.362 0.752
H -4.584 -0.327 1.668
H -4.120 -3.839 1.141
H -3.646 -2.750 -0.187
H -5.226 -2.599 0.630
C -4.817 -2.436 -7.390
O -5.592 -1.765 -6.413
C -5.435 -0.336 -6.505
C -5.962 0.443 -5.291
N -5.632 -0.101 -3.957
C -4.264 0.108 -3.528
C -4.299 0.144 -1.932
O -5.389 0.923 -1.408
C -5.167 2.373 -1.663
H -4.828 -3.514 -7.229
H -3.773 -2.186 -7.203
H -5.159 -2.187 -8.394
H -5.911 0.058 -7.403
H -4.382 -0.074 -6.609
H -7.038 0.615 -5.336
H -5.502 1.430 -5.321
H -6.204 0.226 -3.191
H -3.933 1.082 -3.890
H -3.617 -0.669 -3.935
H -3.374 0.456 -1.449
H -4.439 -0.908 -1.679
H -5.328 2.653 -2.704
H -4.265 2.757 -1.186
H -5.978 2.754 -1.042
C 2.650 2.686 6.971
C 2.730 1.927 5.660
C 3.911 1.011 5.723
O 5.127 1.809 5.618
C 6.352 1.101 5.960
N 1.487 1.212 5.366
H 2.185 2.112 7.772
H 2.092 3.616 6.863
H 3.651 2.997 7.273
H 2.907 2.606 4.826
H 3.856 0.377 4.838
H 3.845 0.323 6.567
H 7.203 1.782 5.936
H 6.506 0.326 5.208
H 6.434 0.681 6.962
H 1.600 0.884 4.418
H 0.734 1.856 5.174
C -1.265 3.285 -2.907
C -0.629 4.170 -4.042
O -1.405 4.122 -5.241
O -0.898 1.933 -3.071
H -2.348 3.322 -3.025
H -0.993 3.694 -1.934
H 0.388 3.798 -4.168
H -0.615 5.229 -3.782
H -1.539 3.212 -5.518
H -1.133 1.463 -2.268
C 4.039 -3.396 -3.822
C 3.488 -3.665 -2.353
O 2.173 -4.271 -2.325
O 4.550 -4.642 -4.340
H 4.776 -2.593 -3.827
H 3.267 -3.013 -4.490
H 3.535 -2.750 -1.762
H 4.123 -4.265 -1.702
H 1.900 -4.250 -1.405
H 3.740 -5.136 -4.488
```

Output
orbital gap: 6.17 eV
charge: -2
HOMO: -2.55 eV


3.
Computed, not measured: a molecular structure, C32H70FN3O6 at a distorted geometry, with ωB97M-V/def2-TZVPD.

Structure (XYZ):
```
112
Properties=species:S:1:pos:R:3
C -0.767 4.118 0.545
C -0.221 4.461 -0.853
C -0.555 3.413 -1.906
C -2.034 3.050 -2.007
C -2.995 4.148 -2.494
C -3.879 3.747 -3.695
C -3.167 3.051 -4.876
C -3.595 1.594 -5.151
C -2.461 0.635 -4.789
C -2.821 -0.837 -4.655
C -1.543 -1.673 -4.515
C -0.549 -1.088 -3.512
C -1.096 -0.951 -2.093
C 0.004 -0.480 -1.143
C -0.368 -0.397 0.353
C -1.848 -0.481 0.693
N -1.980 -0.571 2.161
C -2.994 0.077 2.807
O -2.900 0.581 3.896
O -4.136 -0.007 2.111
C -5.247 0.708 2.658
C -5.094 2.220 2.583
C -4.670 2.757 1.213
F -4.919 1.846 0.191
H -1.760 4.549 0.680
H -0.896 3.036 0.645
H -0.109 4.478 1.332
H -0.639 5.427 -1.152
H 0.862 4.594 -0.818
H -0.205 3.748 -2.888
H 0.006 2.505 -1.668
H -2.360 2.725 -1.014
H -2.116 2.169 -2.636
H -2.483 5.092 -2.700
H -3.679 4.362 -1.669
H -4.343 4.654 -4.088
H -4.701 3.139 -3.310
H -2.085 3.052 -4.728
H -3.351 3.645 -5.773
H -4.483 1.338 -4.563
H -3.874 1.450 -6.197
H -2.070 0.956 -3.826
H -1.671 0.729 -5.540
H -3.463 -0.988 -3.782
H -3.384 -1.183 -5.527
H -1.071 -1.734 -5.501
H -1.780 -2.701 -4.224
H 0.359 -1.697 -3.477
H -0.232 -0.100 -3.860
H -1.492 -1.924 -1.784
H -1.917 -0.231 -2.072
H 0.346 0.501 -1.483
H 0.850 -1.165 -1.221
H 0.004 0.548 0.762
H 0.147 -1.197 0.890
H -2.305 -1.365 0.249
H -2.402 0.380 0.312
H -1.114 -0.344 2.633
H -5.377 0.423 3.702
H -6.119 0.370 2.105
H -6.052 2.659 2.870
H -4.360 2.528 3.326
H -3.609 3.015 1.202
H -5.230 3.662 0.972
C 1.102 0.677 5.062
O 2.388 0.471 4.514
C 2.689 -0.881 4.196
C 2.794 -1.080 2.700
N 1.497 -0.934 2.059
C 1.524 -0.918 0.601
C 2.280 0.210 -0.096
O 1.692 1.487 0.074
C 2.098 2.207 1.222
H 1.060 1.708 5.409
H 0.306 0.525 4.325
H 0.921 0.013 5.913
H 1.936 -1.552 4.620
H 3.654 -1.120 4.652
H 3.173 -2.088 2.505
H 3.541 -0.367 2.323
H 1.058 -0.085 2.390
H 0.488 -0.883 0.258
H 1.937 -1.872 0.254
H 2.246 0.005 -1.169
H 3.339 0.244 0.188
H 3.148 2.027 1.469
H 1.479 1.967 2.092
H 1.967 3.267 1.006
C 3.748 -4.962 3.917
O 4.883 -4.431 3.265
C 5.484 -5.299 2.313
C 5.311 -4.772 0.906
N 3.920 -4.838 0.486
C 3.626 -4.176 -0.779
C 3.853 -2.671 -0.875
O 2.966 -1.900 -0.089
C 3.338 -1.725 1.266
H 3.489 -4.277 4.722
H 2.887 -5.053 3.246
H 3.961 -5.945 4.347
H 5.069 -6.308 2.399
H 6.552 -5.350 2.541
H 5.913 -5.383 0.226
H 5.718 -3.751 0.883
H 3.335 -4.442 1.210
H 2.576 -4.366 -1.013
H 4.217 -4.660 -1.564
H 3.662 -2.379 -1.911
H 4.891 -2.391 -0.653
H 4.424 -1.705 1.387
H 2.921 -2.504 1.911
H 2.935 -0.765 1.593
```

Output
orbital gap: 6.09 eV
charge: 0
HOMO: -5.48 eV


4.
Computed, not measured: 5 unconnected molecules or ions with the total composition C32H72FN4 at a distorted geometry, with ωB97M-V/def2-TZVPD.

Structure (XYZ):
```
109
Properties=species:S:1:pos:R:3
F -0.102 0.296 -0.132
C -2.794 -6.252 2.458
C -2.347 -4.842 2.017
C -3.255 -4.271 0.841
N -2.691 -2.900 0.323
C -2.418 -1.849 1.414
C -1.436 -3.120 -0.509
C -1.788 -3.123 -1.972
C -2.839 -1.997 -2.027
C -3.708 -2.347 -0.810
H -2.559 -6.905 1.617
H -3.823 -6.378 2.796
H -2.044 -6.496 3.210
H -1.330 -4.869 1.624
H -2.401 -4.303 2.963
H -4.232 -3.960 1.210
H -3.220 -4.922 -0.032
H -2.083 -0.910 0.974
H -1.694 -2.307 2.088
H -3.282 -1.693 2.060
H -0.764 -2.321 -0.196
H -0.862 -3.986 -0.181
H -0.864 -2.839 -2.475
H -2.144 -4.102 -2.293
H -2.467 -1.003 -1.781
H -3.337 -1.823 -2.981
H -4.113 -1.422 -0.400
H -4.426 -3.077 -1.184
C -1.042 -1.824 4.771
C -1.016 -0.251 4.782
C -0.140 0.452 3.645
N -0.020 1.976 3.720
C -1.426 2.646 3.900
C 0.651 2.657 2.499
C 1.275 3.862 3.070
C 1.236 3.830 4.610
C 0.795 2.441 5.010
H -1.997 -2.168 4.373
H -1.059 -2.179 5.801
H -0.226 -2.267 4.201
H -0.777 0.070 5.796
H -2.003 0.161 4.572
H -0.514 0.152 2.666
H 0.931 0.248 3.643
H -1.779 2.383 4.897
H -1.886 2.106 3.072
H -1.410 3.727 3.764
H 0.025 2.760 1.613
H 1.487 1.987 2.298
H 0.793 4.750 2.661
H 2.298 3.946 2.703
H 0.710 4.641 5.114
H 2.268 3.939 4.941
H 0.249 2.324 5.946
H 1.625 1.736 4.955
C 0.158 0.092 -4.779
C 0.031 1.175 -3.801
C -0.750 2.454 -4.160
N -1.272 3.157 -2.851
C -0.179 3.515 -1.802
C -2.007 4.492 -3.177
C -3.408 4.372 -2.725
C -3.369 3.262 -1.603
C -2.379 2.275 -2.184
H 0.700 -0.763 -4.377
H 0.671 0.453 -5.671
H -0.830 -0.250 -5.088
H 1.027 1.476 -3.477
H -0.402 0.766 -2.888
H -1.560 2.232 -4.855
H -0.038 3.175 -4.563
H 0.266 2.613 -1.381
H -0.530 4.082 -0.940
H 0.571 4.097 -2.338
H -1.437 5.249 -2.639
H -1.898 4.727 -4.235
H -3.572 5.320 -2.212
H -4.010 4.146 -3.605
H -2.998 3.622 -0.643
H -4.364 2.847 -1.446
H -1.858 1.641 -1.466
H -2.806 1.581 -2.908
C 5.032 -3.826 -0.157
C 5.011 -2.259 -0.060
C 4.937 -1.560 -1.417
N 3.671 -0.677 -1.670
C 2.387 -1.600 -1.650
C 3.730 0.131 -2.994
C 3.892 1.610 -2.587
C 3.102 1.673 -1.326
C 3.471 0.425 -0.601
H 5.840 -4.193 -0.791
H 4.130 -4.336 -0.495
H 5.092 -4.200 0.865
H 6.034 -2.078 0.269
H 4.323 -1.831 0.669
H 5.201 -2.163 -2.286
H 5.642 -0.742 -1.272
H 1.590 -0.933 -1.979
H 2.222 -2.180 -0.743
H 2.412 -2.309 -2.478
H 2.818 -0.122 -3.534
H 4.563 -0.200 -3.614
H 3.585 2.300 -3.373
H 4.922 1.822 -2.299
H 2.029 1.750 -1.501
H 3.445 2.579 -0.825
H 2.694 0.201 0.128
H 4.438 0.526 -0.107
```

Output
orbital gap: 10.03 eV
charge: +3
ΔE to the lowest compared entry with this formula, charge and spin: 0.0 kcal/mol
HOMO: -16.14 eV


Q: Which of these has the highest orbital gap?
A: C32H72FN4


Q: Which formula does entry 2 have?
A: C32H70CaN4O19S


Q: The lowest HOMO belongs to which entry?
A: C32H72FN4


Q: The lowest HOMO belongs to which entry?
A: C32H72FN4